H3NO3P2 | the ωB97M-V functional and the def2-TZVPD basis

CARTESIAN COORDINATES (ANGSTROEM)
1 N -0.5087 0.7158 -0.5720
2 O 1.0739 -0.9380 -2.7842
3 O -1.4511 -0.3030 -2.9018
4 O 0.3785 1.3103 -3.6343
5 P 0.3510 -0.1792 0.3582
6 P -0.0273 0.0639 -2.9574
7 H -0.5071 0.6049 -1.5489
8 H 0.0072 0.4758 1.6212
9 H -0.4560 -1.2805 0.9865

Summary:
energy = -964.94967 Eh
ΔE to the lowest compared entry with this formula, charge and spin = 50.1 kcal/mol
molar mass = 127.0 g/mol
HOMO-LUMO gap = 6.3 eV
charge = -2


H3NO3Si | the ωB97M-V functional and the def2-TZVPD basis

CARTESIAN COORDINATES (ANGSTROEM)
1 O -0.4263 -1.2982 1.9446
2 N 0.3666 -0.7594 1.2542
3 O 1.4500 -0.4062 1.6561
4 O 0.1615 -0.6866 -0.0911
5 Si -0.2756 0.6596 -1.0116
6 H -0.1676 -0.2661 -2.1227
7 H -1.7323 1.0013 -0.9207
8 H 0.6237 1.7555 -0.7089

Summary:
energy = -571.62199 Eh
ΔE to the lowest compared entry with this formula, charge and spin = 57.7 kcal/mol
molar mass = 93.1 g/mol
SMILES = O=[N+]([O-])O[SiH3]
HOMO-LUMO gap = 11.4 eV


H3NO3Si | the ωB97M-V functional and the def2-TZVPD basis

CARTESIAN COORDINATES (ANGSTROEM)
1 N -1.8005 -0.1568 -0.0015
2 O -1.7146 -1.2643 0.3625
3 O -2.5505 0.6371 -0.3719
4 O -0.1704 0.8468 0.1866
5 Si 1.2023 0.1146 -0.0049
6 H 1.4026 -0.7713 -1.1006
7 H 2.0553 1.1903 -0.1879
8 H 1.5758 -0.5964 1.1178

Summary:
energy = -571.58221 Eh
ΔE to the lowest compared entry with this formula, charge and spin = 82.7 kcal/mol
molar mass = 93.1 g/mol
HOMO-LUMO gap = 9.1 eV


H3NO5S | the ωB97M-V functional and the def2-TZVPD basis

CARTESIAN COORDINATES (ANGSTROEM)
1 N -1.0457 -1.1814 0.4616
2 O 0.1606 -1.3491 -0.1329
3 S 0.8125 -0.1724 -0.9314
4 O 2.0132 -0.6654 -1.4620
5 O -0.2154 0.5384 -1.5744
6 O 1.2122 0.8301 0.6793
7 O -0.1162 1.1552 0.9869
8 H -0.9757 -0.7035 1.3071
9 H -1.6629 -0.4641 -0.0964
10 H -0.1828 2.0124 0.7620

Summary:
energy = -830.71542 Eh
ΔE to the lowest compared entry with this formula, charge and spin = 5.7 kcal/mol
molar mass = 129.1 g/mol
SMILES = NOS(=O)(=O)OO
HOMO-LUMO gap = 10.6 eV